Entry 1:
The following is a quantum chemistry calculation of a molecular structure, C11H14AuNO3SSe2 in a non-equilibrium geometry, from OMol25.

As for the total charge: +2. As for the expectation value of S²: 2.11. As for the multiplicity: 3. For the calculated total energy, the calculation gives -6044.0399 hartree.

Cartesian coordinates (Å):
Au (-1.844, -1.128, 0.286)
O (1.938, 0.786, 0.471)
C (1.192, -0.204, 0.522)
O (-0.047, -0.083, 0.791)
C (1.806, -1.564, 0.316)
C (3.166, -1.640, 0.484)
C (3.866, -2.852, 0.347)
C (3.197, -4.021, 0.014)
C (1.837, -3.976, -0.184)
C (1.096, -2.762, -0.031)
S (-0.541, -3.019, -0.389)
H (3.705, -0.736, 0.730)
H (4.938, -2.863, 0.498)
H (3.731, -4.954, -0.094)
H (1.297, -4.873, -0.459)
C (2.014, 3.459, -0.154)
Se (0.547, 2.598, 0.742)
C (-0.633, 2.406, -0.797)
C (-2.123, 2.313, -0.502)
Se (-2.700, 1.165, 0.991)
C (-4.594, 1.256, 0.589)
H (2.279, 2.876, -1.032)
H (2.841, 3.488, 0.551)
H (1.708, 4.469, -0.421)
H (-0.270, 1.535, -1.337)
H (-0.456, 3.289, -1.411)
H (-2.637, 1.952, -1.392)
H (-2.541, 3.283, -0.233)
H (-4.816, 0.739, -0.341)
H (-4.866, 2.306, 0.511)
H (-5.122, 0.807, 1.426)
O (-4.381, -1.852, -0.610)
N (-3.588, -2.198, 0.119)

***

Entry 2:
The following is a quantum chemistry calculation of 10 unconnected molecules or ions with the total composition C4H27NO10 in a non-equilibrium geometry, from OMol25.

As for the total charge: 0. For the calculated total energy, the calculation gives -975.5769 hartree.

Cartesian coordinates (Å):
C (-0.167, -0.962, 0.516)
N (0.839, -0.907, -0.565)
C (1.274, 0.438, -0.947)
C (0.175, 1.481, -1.359)
C (1.908, 0.966, 0.372)
O (1.553, 2.094, 0.788)
H (0.183, -1.988, 0.795)
H (-0.073, -0.084, 1.182)
H (-1.170, -1.048, 0.201)
H (0.436, -1.375, -1.481)
H (2.141, 0.304, -1.657)
H (-0.562, 0.890, -1.982)
H (-0.245, 2.093, -0.605)
H (0.637, 2.044, -2.099)
H (2.729, 0.417, 0.890)
O (-3.578, 1.854, -2.068)
H (-3.485, 2.716, -1.741)
H (-3.542, 1.283, -1.304)
O (0.498, 4.404, -0.996)
H (-0.160, 4.581, -0.264)
H (0.683, 3.576, -0.523)
O (3.241, -1.617, 1.362)
H (3.677, -2.293, 1.658)
H (2.637, -1.494, 0.789)
O (-4.025, 0.233, 1.287)
H (-3.045, 0.599, 1.341)
H (-4.411, 0.427, 2.098)
O (-0.838, -1.162, 4.807)
H (-0.311, -0.434, 4.622)
H (-1.704, -0.991, 4.391)
O (-0.521, -2.835, -2.456)
H (-1.353, -3.081, -2.769)
H (0.008, -3.554, -2.159)
O (1.203, -0.359, 3.120)
H (1.577, 0.475, 3.079)
H (1.745, -1.050, 3.102)
O (-0.311, 2.357, -4.256)
H (0.529, 2.266, -3.857)
H (-0.724, 2.942, -3.582)
O (1.119, -4.625, -0.071)
H (1.140, -3.692, 0.121)
H (0.291, -4.886, 0.218)

***

Entry 3:
The following is a quantum chemistry calculation of a molecular structure, C39H35ClGdN2Si2 in a non-equilibrium geometry, from OMol25.

As for the total charge: +1. As for the expectation value of S²: 15.89. As for the multiplicity: 8. For the calculated total energy, the calculation gives -3421.2242 hartree.

Cartesian coordinates (Å):
C (-1.618, -1.190, 4.217)
C (-1.931, -0.515, 2.995)
C (-1.879, -1.476, 1.941)
H (-2.233, 0.528, 2.890)
C (-1.479, -2.741, 2.497)
C (-1.317, -2.557, 3.911)
H (-1.122, -3.349, 4.635)
H (-1.737, -0.773, 5.219)
H (-2.173, -1.301, 0.909)
H (-1.361, -3.674, 1.945)
Gd (0.482, -1.270, 2.763)
Si (1.103, 1.910, -1.045)
C (-0.211, 3.188, -1.236)
C (0.044, 4.333, -1.999)
H (1.056, 4.509, -2.375)
C (-0.994, 5.234, -2.240)
H (-0.780, 6.121, -2.830)
C (-2.269, 5.046, -1.690)
H (-3.069, 5.758, -1.910)
C (-2.478, 3.960, -0.833)
H (-3.436, 3.820, -0.335)
C (-1.450, 3.046, -0.585)
H (-1.639, 2.202, 0.089)
C (0.185, 0.234, -1.245)
C (-1.195, 0.061, -1.405)
H (-1.876, 0.895, -1.550)
C (-1.742, -1.238, -1.697)
H (-2.747, -1.307, -2.101)
C (-1.052, -2.432, -1.273)
H (-1.605, -3.382, -1.221)
C (0.320, -2.249, -1.003)
H (0.954, -3.022, -0.599)
C (0.907, -1.019, -1.435)
H (1.981, -0.977, -1.611)
H (1.345, 1.801, 0.422)
Si (-0.328, -1.492, -2.897)
C (0.135, -2.721, -4.227)
C (-0.474, -2.673, -5.486)
H (-1.206, -1.888, -5.718)
C (-0.100, -3.612, -6.450)
H (-0.575, -3.581, -7.429)
C (0.882, -4.570, -6.164)
H (1.157, -5.315, -6.913)
C (1.516, -4.561, -4.913)
H (2.295, -5.283, -4.679)
C (1.142, -3.645, -3.929)
H (1.611, -3.645, -2.934)
C (-0.493, 0.015, -4.164)
C (-1.754, 0.561, -4.404)
H (-2.674, 0.017, -4.172)
C (-1.872, 1.862, -4.908)
H (-2.877, 2.274, -5.058)
C (-0.725, 2.619, -5.172)
H (-0.808, 3.670, -5.470)
C (0.535, 2.023, -5.045)
H (1.450, 2.578, -5.276)
C (0.647, 0.710, -4.568)
H (1.639, 0.259, -4.459)
H (2.364, 2.520, -1.478)
Cl (2.415, -2.556, 1.786)
C (-0.082, 3.277, 4.406)
C (0.375, 3.214, 5.727)
C (1.001, 2.048, 6.168)
C (1.186, 0.985, 5.269)
N (0.688, 1.024, 3.996)
C (0.061, 2.154, 3.584)
C (1.873, -0.255, 5.686)
C (2.641, -0.350, 6.861)
C (3.287, -1.558, 7.151)
C (3.102, -2.659, 6.309)
C (2.291, -2.509, 5.187)
N (1.711, -1.329, 4.862)
H (-0.591, 4.162, 4.016)
H (0.254, 4.052, 6.413)
H (1.342, 1.912, 7.192)
H (-0.353, 2.142, 2.570)
H (2.743, 0.529, 7.496)
H (3.929, -1.628, 8.027)
H (3.557, -3.631, 6.513)
H (2.097, -3.318, 4.481)

***

Entry 4:
The following is a quantum chemistry calculation of 2 unconnected molecules or ions with the total composition CH5N5O in a non-equilibrium geometry, from OMol25.

As for the total charge: 0. For the calculated total energy, the calculation gives -390.0437 hartree.

Cartesian coordinates (Å):
C (-0.051, 0.888, -0.520)
N (-0.346, -2.088, 1.854)
N (0.035, -2.559, 0.835)
N (0.539, 2.069, -0.791)
N (-0.616, 0.579, 0.531)
N (0.382, -3.120, -0.052)
O (-0.110, 0.087, -1.621)
H (-0.712, -1.244, 1.993)
H (0.962, 2.682, -0.133)
H (1.252, 1.994, -1.603)
H (-0.417, 1.189, 1.228)
H (-0.918, -0.478, -1.722)

***

Entry 5:
The following is a quantum chemistry calculation of a molecular structure, C35H42Cl2N2O4PRh in a non-equilibrium geometry, from OMol25.

As for the total charge: 0. As for the expectation value of S²: 6.03. As for the multiplicity: 5. For the calculated total energy, the calculation gives -3141.5107 hartree.

Cartesian coordinates (Å):
O (-1.417, 2.692, 2.343)
C (-1.442, 3.542, 1.451)
C (-2.503, 3.673, 0.361)
C (-3.220, 2.584, -0.189)
H (-2.737, 1.622, -0.411)
C (-4.600, 2.771, -0.346)
H (-5.241, 1.911, -0.583)
C (-5.152, 4.050, -0.147)
H (-6.232, 4.187, -0.229)
C (-4.338, 5.170, 0.117)
H (-4.747, 6.179, 0.236)
C (-2.968, 4.989, 0.284)
H (-2.285, 5.806, 0.547)
H (-0.511, 4.147, 0.912)
C (1.408, 4.203, -0.706)
C (0.511, 3.214, -1.395)
H (1.149, 5.250, -0.988)
H (2.404, 3.949, -1.120)
H (1.492, 4.178, 0.390)
C (-0.508, 3.533, -2.293)
C (-0.188, 4.462, -3.388)
H (-1.470, 3.088, -2.256)
H (-0.884, 5.287, -3.427)
H (-0.258, 3.850, -4.301)
H (0.850, 4.789, -3.178)
Rh (0.883, 1.439, -1.842)
Cl (-1.122, 0.625, -2.562)
Cl (2.587, 2.264, -3.238)
C (1.628, -0.868, -2.991)
O (1.625, -0.557, -1.773)
N (2.251, -1.955, -3.425)
C (3.247, -2.664, -2.626)
C (2.170, -2.388, -4.814)
H (1.088, -0.226, -3.722)
H (3.167, -2.350, -1.585)
H (4.254, -2.466, -3.031)
H (3.053, -3.741, -2.738)
H (1.309, -1.948, -5.319)
H (2.076, -3.476, -4.868)
H (3.067, -2.150, -5.400)
H (5.114, 1.234, 1.581)
H (3.748, 1.638, 4.068)
C (4.565, 2.171, 1.442)
C (3.160, 2.371, 3.493)
N (3.253, 2.095, 2.064)
H (4.459, 2.354, 0.374)
C (2.196, 1.689, 1.328)
O (2.351, 1.457, 0.103)
H (2.102, 2.308, 3.788)
H (1.247, 1.555, 1.892)
H (5.141, 2.971, 1.904)
H (3.547, 3.378, 3.718)
O (-0.107, -0.434, 0.495)
P (-0.486, -1.815, 0.912)
C (-1.630, -1.734, 2.291)
C (-2.753, -0.911, 2.142)
C (-3.727, -0.910, 3.139)
C (-3.537, -1.671, 4.299)
C (-2.367, -2.416, 4.472)
C (-1.382, -2.418, 3.484)
C (-1.387, -2.826, -0.309)
C (-2.595, -3.478, -0.035)
C (-3.206, -4.269, -1.019)
C (-2.596, -4.433, -2.269)
C (-1.370, -3.807, -2.533)
C (-0.780, -3.002, -1.560)
C (0.905, -2.878, 1.360)
C (2.192, -2.322, 1.357)
C (3.293, -3.121, 1.677)
C (3.121, -4.482, 1.953)
C (1.839, -5.036, 1.953)
C (0.727, -4.236, 1.669)
H (-2.856, -0.284, 1.254)
H (-4.633, -0.323, 2.999)
H (-4.307, -1.685, 5.072)
H (-2.206, -3.012, 5.369)
H (-0.444, -2.957, 3.618)
H (-3.061, -3.375, 0.952)
H (-4.161, -4.759, -0.800)
H (-3.072, -5.048, -3.033)
H (-0.876, -3.944, -3.492)
H (0.165, -2.490, -1.759)
H (2.320, -1.266, 1.102)
H (4.291, -2.675, 1.706)
H (3.988, -5.112, 2.172)
H (1.690, -6.094, 2.175)
H (-0.272, -4.668, 1.688)

***

Entry 6:
The following is a quantum chemistry calculation of a gas-phase ion, C7H12N4 (charge +2) in a non-equilibrium geometry, from OMol25.

As for the total charge: +2. For the calculated total energy, the calculation gives -492.1364 hartree.

Cartesian coordinates (Å):
C (-2.065, 2.444, -1.432)
C (-1.328, 2.725, -0.272)
C (-2.159, 1.084, -1.905)
C (-0.560, 1.715, 0.320)
C (-1.496, 0.111, -1.234)
C (-0.588, 0.331, -0.136)
C (1.312, -0.431, 1.384)
N (2.157, -1.533, 1.465)
N (0.080, -0.650, 0.575)
N (2.543, -2.161, 0.238)
N (-0.179, -1.871, 0.218)
H (-2.832, 3.200, -1.834)
H (-1.486, 3.755, 0.134)
H (-2.765, 0.837, -2.746)
H (0.174, 1.938, 1.225)
H (-1.662, -0.884, -1.691)
H (1.071, -0.163, 2.416)
H (1.888, 0.452, 0.837)
H (2.330, -1.908, 2.378)
H (2.815, -1.458, -0.403)
H (3.361, -2.781, 0.348)
H (0.023, -2.810, 0.761)
H (-0.633, -1.938, -0.644)

***

Entry 7:
The following is a quantum chemistry calculation of 2 unconnected molecules or ions with the total composition C22H18N3O8S in a non-equilibrium geometry, from OMol25.

As for the total charge: -1. For the calculated total energy, the calculation gives -2013.3566 hartree.

Cartesian coordinates (Å):
C (6.237, 4.389, -2.337)
O (5.436, 3.675, -3.306)
C (4.366, 2.967, -2.872)
C (3.672, 2.202, -3.848)
C (2.689, 1.331, -3.475)
C (2.248, 1.190, -2.093)
O (1.319, 0.383, -1.739)
C (2.945, 2.045, -1.153)
C (3.944, 2.913, -1.521)
H (7.033, 4.833, -2.935)
H (5.646, 5.173, -1.844)
H (6.657, 3.705, -1.587)
H (3.973, 2.314, -4.890)
H (2.198, 0.707, -4.217)
H (2.622, 1.998, -0.118)
H (4.421, 3.549, -0.770)
C (-6.103, 0.916, -0.151)
C (-4.666, 0.907, 0.277)
C (-4.353, 1.058, 1.630)
C (-3.031, 1.044, 2.062)
C (-2.010, 0.852, 1.124)
S (-0.337, 0.719, 1.704)
O (0.554, 1.575, 0.979)
O (-0.331, 0.637, 3.139)
N (0.078, -0.839, 1.070)
C (-0.480, -2.043, 1.558)
C (-1.467, -2.261, 2.502)
C (-1.829, -3.594, 2.752)
N (-2.940, -3.850, 3.613)
O (-3.279, -5.033, 3.837)
O (-3.549, -2.874, 4.110)
C (-1.154, -4.678, 2.117)
C (-0.131, -4.429, 1.202)
C (0.196, -3.102, 0.904)
C (1.174, -2.470, 0.032)
N (2.159, -3.140, -0.709)
O (2.139, -4.394, -0.764)
O (3.032, -2.451, -1.288)
C (1.039, -1.093, 0.142)
C (-2.299, 0.743, -0.239)
C (-3.629, 0.756, -0.651)
H (-6.192, 0.725, -1.223)
H (-6.675, 0.152, 0.387)
H (-6.573, 1.882, 0.068)
H (-5.158, 1.182, 2.358)
H (-2.791, 1.141, 3.118)
H (-1.959, -1.451, 3.031)
H (-1.469, -5.689, 2.359)
H (0.417, -5.235, 0.720)
H (1.573, -0.318, -0.393)
H (-1.492, 0.634, -0.962)
H (-3.872, 0.644, -1.709)

***

Entry 8:
The following is a quantum chemistry calculation of a molecular structure, C63H45F3N6OSSbSeY, from OMol25.

As for the total charge: -2. For the calculated total energy, the calculation gives -6209.6357 hartree.

Cartesian coordinates (Å):
Y (-0.285, -0.855, -0.817)
C (2.345, -3.256, 6.177)
C (3.377, -2.810, 5.358)
C (3.121, -2.444, 4.042)
C (1.831, -2.486, 3.506)
C (0.812, -2.949, 4.343)
C (1.060, -3.333, 5.655)
C (1.542, -2.087, 2.098)
C (1.939, -0.818, 1.644)
C (2.736, 0.138, 2.423)
C (3.064, 1.146, 1.592)
C (2.454, 0.873, 0.309)
N (1.717, -0.320, 0.404)
C (2.619, 1.641, -0.804)
C (1.997, 1.436, -2.073)
C (2.174, 2.213, -3.229)
C (1.249, 1.745, -4.168)
C (0.534, 0.717, -3.531)
C (-0.745, 0.014, -3.951)
C (-1.150, 0.390, -5.371)
C (-2.407, 0.870, -5.714)
C (-2.731, 1.135, -7.044)
C (-1.805, 0.918, -8.055)
C (-0.548, 0.425, -7.725)
C (-0.232, 0.161, -6.401)
C (-0.663, -1.506, -3.848)
N (-0.238, -2.094, -2.722)
C (-0.437, -3.450, -2.860)
C (-0.250, -4.386, -1.804)
C (-0.632, -5.794, -2.134)
C (0.282, -6.644, -2.746)
C (-0.067, -7.954, -3.059)
C (-1.341, -8.421, -2.764)
C (-2.261, -7.572, -2.158)
C (-1.911, -6.263, -1.846)
C (0.185, -4.129, -0.530)
C (0.391, -5.122, 0.492)
C (0.872, -4.487, 1.584)
C (0.977, -3.070, 1.249)
N (0.544, -2.873, -0.013)
C (-0.963, -3.706, -4.137)
C (-1.102, -2.470, -4.771)
N (0.997, 0.517, -2.289)
C (3.511, 2.841, -0.684)
C (4.875, 2.742, -0.939)
C (5.704, 3.851, -0.796)
C (5.173, 5.071, -0.394)
C (3.809, 5.177, -0.144)
C (2.984, 4.070, -0.298)
H (2.541, -3.544, 7.203)
H (4.391, -2.759, 5.738)
H (3.936, -2.125, 3.403)
H (-0.198, -3.005, 3.950)
H (0.239, -3.676, 6.273)
H (3.034, 0.026, 3.455)
H (3.669, 2.012, 1.819)
H (2.883, 3.020, -3.346)
H (1.077, 2.130, -5.160)
H (-3.130, 1.036, -4.925)
H (-3.718, 1.512, -7.285)
H (-2.059, 1.126, -9.088)
H (0.188, 0.239, -8.499)
H (0.741, -0.241, -6.149)
H (1.271, -6.266, -2.976)
H (0.656, -8.606, -3.534)
H (-1.617, -9.441, -3.007)
H (-3.259, -7.926, -1.931)
H (-2.622, -5.586, -1.383)
H (0.214, -6.181, 0.376)
H (1.174, -4.933, 2.520)
H (-1.229, -4.678, -4.527)
H (-1.499, -2.276, -5.755)
H (5.280, 1.784, -1.244)
H (6.765, 3.759, -0.994)
H (5.817, 5.934, -0.274)
H (3.383, 6.119, 0.180)
H (1.922, 4.149, -0.098)
O (-0.464, 3.241, -1.193)
H (0.383, 2.965, -1.582)
H (-1.077, 2.679, -1.717)
Se (-2.081, 0.625, -2.561)
S (-2.934, -2.546, -0.947)
C (-3.992, -1.480, -0.187)
N (-4.720, -0.758, 0.367)
N (-1.576, -1.430, 1.655)
H (-1.621, -2.405, 1.374)
H (-2.539, -1.096, 1.634)
H (-1.240, -1.367, 2.609)
F (-2.080, -0.240, 7.319)
C (-1.838, 0.235, 6.067)
C (-2.895, 0.707, 5.321)
C (-2.640, 1.198, 4.042)
C (-1.346, 1.223, 3.517)
C (-0.318, 0.694, 4.305)
C (-0.547, 0.206, 5.588)
Sb (-0.903, 1.837, 1.492)
C (0.204, 3.600, 2.043)
C (-0.007, 4.790, 1.338)
C (0.740, 5.933, 1.603)
C (1.710, 5.869, 2.579)
F (2.455, 6.978, 2.837)
C (1.960, 4.723, 3.298)
C (1.200, 3.590, 3.019)
C (-2.749, 2.886, 1.248)
C (-3.653, 2.483, 0.268)
C (-4.882, 3.122, 0.111)
C (-5.183, 4.165, 0.953)
F (-6.379, 4.799, 0.815)
C (-4.326, 4.596, 1.948)
C (-3.109, 3.943, 2.089)
H (-3.898, 0.680, 5.729)
H (-3.477, 1.553, 3.452)
H (0.690, 0.619, 3.908)
H (0.251, -0.215, 6.187)
H (-0.744, 4.822, 0.547)
H (0.586, 6.853, 1.052)
H (2.739, 4.716, 4.050)
H (1.415, 2.686, 3.576)
H (-3.432, 1.640, -0.376)
H (-5.591, 2.796, -0.638)
H (-4.615, 5.417, 2.591)
H (-2.433, 4.271, 2.872)